The following is a DFT calculation (ωB97M-V/def2-TZVPD) of C37H47NO6P2Sr as an isolated structure.

Positions of all 94 atoms, in Å:
C  3.675162  -5.902871  -2.076448
C  -2.471594  -1.891726  -2.046694
H  2.196102  -5.991551  -0.532775
C  3.417703  0.133734  -0.574655
C  2.321726  -4.363320  1.836090
H  -1.511603  -5.249020  -0.542749
H  -5.443254  -2.882899  -0.746862
H  1.430679  0.787520  -3.116830
H  -0.937665  -5.167137  3.725703
N  -0.371804  -3.545515  -1.133837
H  2.211647  2.990361  -1.133496
C  -4.135891  -0.145819  -2.248200
H  2.617986  -1.369602  2.204848
C  -0.344720  3.220080  -0.425903
C  -2.208478  1.770038  1.909639
H  -3.257798  1.203291  0.108518
O  2.067555  0.490370  1.431573
P  -0.737754  -2.369707  -2.352929
H  0.536114  0.389955  3.608880
C  -0.075206  -4.383281  1.926966
C  -0.924120  -4.731189  -6.301249
H  1.041874  -1.254573  4.085696
H  -1.631437  -0.509419  3.521801
C  -3.018693  0.779608  1.084488
H  0.754117  3.019876  1.407317
C  4.370928  -5.091887  -2.965206
C  2.716273  -5.355416  -1.238564
C  2.434326  -3.989462  -1.295632
H  -2.112170  0.032211  -2.938837
H  -2.208742  1.506901  2.968558
O  2.240177  0.166516  -1.386810
H  -2.659639  2.760239  1.816139
H  -0.956150  -5.279409  -7.233166
H  -2.830507  -2.671614  -4.418792
O  -0.053423  -1.120016  2.328767
C  -1.971221  -3.259988  -4.712870
H  3.172255  1.959211  0.570424
H  1.246619  -5.630175  4.786073
H  0.121166  4.168240  -0.701345
H  -1.245681  -5.094739  -2.281804
O  -0.848294  1.783029  1.463537
H  -2.886195  -3.899402  -6.539428
H  1.255440  3.145522  -2.618091
C  3.146877  -3.181111  -2.184080
H  -3.959627  0.545345  1.589693
C  1.507506  2.474137  -1.792785
H  5.122232  -5.524013  -3.612778
H  -0.792323  3.864701  1.580432
H  -4.419396  0.840882  -2.592806
H  2.923663  -2.119998  -2.234200
H  4.659338  -3.099018  -3.704553
C  1.204750  -5.194861  3.796759
C  -2.006163  -3.957021  -5.913021
C  -1.355970  -1.344455  2.871736
C  -0.285699  3.039808  1.075529
C  -4.708705  -2.239960  -1.214608
C  2.232774  -0.402273  2.543091
C  1.093978  -4.104431  1.221868
C  -3.422281  -2.708655  -1.436889
H  -1.038881  -4.176001  1.483894
C  -0.843534  -3.325407  -3.896299
H  -1.351338  -2.259602  3.471201
C  2.100161  1.199839  -2.360263
C  -0.020333  -4.932416  3.200762
C  4.112259  -3.729575  -3.016068
O  -2.299421  -0.416846  0.793636
C  3.257689  0.885020  0.736736
Sr  0.091967  -0.221317  0.017048
O  0.329669  2.123177  -1.061131
H  3.337273  -5.117443  3.563146
H  0.067027  -5.624153  -1.240639
C  0.199629  -4.806647  -5.488240
C  -0.790310  -4.953393  -1.302458
H  2.931990  0.031826  3.262409
H  -1.376631  3.231857  -0.784022
H  3.885840  -6.963121  -2.033318
H  3.059629  1.419907  -2.835138
C  -2.839739  -0.605289  -2.442614
H  1.043953  -5.416003  -5.782742
H  -3.349340  -1.629600  2.119859
P  1.121241  -3.175563  -0.341123
C  -5.068432  -0.960449  -1.622516
H  4.137133  0.715437  1.362432
H  3.246721  -4.160897  1.306284
H  -2.091208  -2.381251  1.130166
C  -2.338741  -1.499200  1.723908
H  -3.167048  -3.718178  -1.142557
C  0.901025  -0.574303  3.240963
C  0.245227  -4.102277  -4.297001
H  1.125177  -4.175803  -3.672295
H  -6.080488  -0.609085  -1.469832
H  4.272847  0.535513  -1.125252
H  3.604347  -0.925003  -0.382166
C  2.376980  -4.906799  3.111098

Atomic forces in eV per Å
0.00 0.00 0.01
-0.01 -0.03 -0.02
0.02 0.00 0.00
0.03 -0.01 -0.01
0.03 -0.05 -0.01
0.00 0.00 0.10
0.00 0.00 0.00
0.00 0.00 0.00
-0.01 -0.01 0.00
0.27 -0.16 -0.14
-0.01 0.01 0.01
0.01 0.02 0.00
-0.02 0.00 -0.03
-0.02 0.03 0.04
0.00 0.00 0.08
0.00 0.00 0.00
-0.13 -0.08 -0.01
0.02 0.05 0.28
0.00 0.00 0.00
0.07 -0.01 -0.03
-0.02 0.01 0.00
-0.01 0.01 0.01
0.03 0.01 0.00
-0.04 -0.01 0.00
0.00 0.01 0.01
0.00 0.01 0.00
-0.01 -0.02 -0.03
0.02 0.06 0.05
0.00 0.01 0.00
0.01 0.01 0.00
-0.01 0.07 0.24
0.00 0.00 0.00
0.00 0.00 0.00
0.00 0.00 0.00
0.00 0.04 -0.08
0.02 0.00 0.02
0.01 0.00 0.00
0.00 -0.01 0.00
0.00 -0.01 -0.02
0.00 -0.01 0.06
-0.04 -0.05 -0.24
0.00 0.00 0.00
0.00 0.01 0.01
-0.04 -0.01 -0.01
0.00 0.00 0.00
0.05 -0.02 0.03
0.00 0.00 0.00
0.00 0.00 0.00
0.00 0.00 0.00
-0.01 -0.04 -0.03
0.00 0.00 0.00
0.02 0.01 0.01
0.01 -0.01 -0.02
0.04 0.04 0.09
0.01 0.03 0.04
-0.01 0.00 0.00
0.00 -0.02 0.08
0.01 0.02 0.04
0.00 0.02 0.01
-0.06 -0.06 -0.10
-0.08 0.10 -0.07
-0.02 0.01 0.00
0.02 0.06 -0.05
-0.01 0.00 -0.01
0.00 0.00 -0.02
0.06 -0.02 0.17
0.02 0.03 0.06
-0.03 0.06 -0.75
-0.03 -0.05 0.00
0.00 0.00 0.00
-0.02 0.02 -0.01
0.02 0.00 0.02
-0.06 -0.02 0.06
0.05 -0.03 -0.03
0.01 -0.01 0.00
0.00 0.00 0.00
0.00 -0.01 0.01
0.01 0.00 -0.01
0.00 0.00 0.00
-0.01 0.01 -0.01
-0.21 -0.01 -0.06
0.00 -0.01 0.01
0.00 -0.01 -0.01
-0.02 0.00 0.02
-0.02 0.01 0.02
-0.05 0.04 0.12
0.02 -0.02 0.01
0.04 -0.07 0.05
-0.01 0.04 -0.04
0.08 0.02 0.05
0.00 0.00 0.00
0.00 0.00 0.00
0.00 0.02 0.02
0.00 0.02 0.00

**Energy relative to the best compared isomer or geometry (same formula, charge and spin)**: 0.00 kJ/mol
**HOMO-LUMO gap**: 8.8 eV
**E**: -72309.88594 eV
**Charge**: +2
**Spin multiplicity**: 1

Okay, here come the Mulliken numbers, in e, for every atom: atom 1 (C): -0.925, atom 2 (C): 0.968, atom 3 (H): 0.454, atom 4 (C): -0.584, atom 5 (C): -1.065, atom 6 (H): 0.328, atom 7 (H): 0.457, atom 8 (H): 0.277, atom 9 (H): 0.529, atom 10 (N): 0.532, atom 11 (H): 0.483, atom 12 (C): -0.881, atom 13 (H): 0.294, atom 14 (C): -0.801, atom 15 (C): -0.978, atom 16 (H): 0.262, atom 17 (O): 0.103, atom 18 (P): 0.233, atom 19 (H): 0.329, atom 20 (C): -0.699, atom 21 (C): -0.604, atom 22 (H): 0.435, atom 23 (H): 0.505, atom 24 (C): -0.611, atom 25 (H): 0.198, atom 26 (C): -0.721, atom 27 (C): -0.687, atom 28 (C): 0.592, atom 29 (H): 0.480, atom 30 (H): 0.230, atom 31 (O): 0.855, atom 32 (H): 0.634, atom 33 (H): 0.406, atom 34 (H): 0.388, atom 35 (O): 0.166, atom 36 (C): -0.701, atom 37 (H): 0.212, atom 38 (H): 0.435, atom 39 (H): 0.529, atom 40 (H): 0.616, atom 41 (O): 0.110, atom 42 (H): 0.435, atom 43 (H): 0.504, atom 44 (C): -0.463, atom 45 (H): 0.327, atom 46 (C): -0.731, atom 47 (H): 0.434, atom 48 (H): 0.517, atom 49 (H): 0.503, atom 50 (H): 0.197, atom 51 (H): 0.479, atom 52 (C): -0.766, atom 53 (C): -0.794, atom 54 (C): -0.964, atom 55 (C): -0.664, atom 56 (C): -0.690, atom 57 (C): -0.645, atom 58 (C): 0.593, atom 59 (C): -0.381, atom 60 (H): 0.082, atom 61 (C): 0.318, atom 62 (H): 0.640, atom 63 (C): -1.019, atom 64 (C): -0.632, atom 65 (C): -0.813, atom 66 (O): 0.634, atom 67 (C): -1.010, atom 68 (Sr): 0.675, atom 69 (O): -0.029, atom 70 (H): 0.467, atom 71 (H): 0.283, atom 72 (C): -0.836, atom 73 (C): -1.397, atom 74 (H): 0.499, atom 75 (H): 0.266, atom 76 (H): 0.471, atom 77 (H): 0.379, atom 78 (C): -0.676, atom 79 (H): 0.468, atom 80 (H): 0.562, atom 81 (P): 2.094, atom 82 (C): -0.576, atom 83 (H): 0.574, atom 84 (H): 0.528, atom 85 (H): -0.583, atom 86 (C): -0.243, atom 87 (H): 0.401, atom 88 (C): -0.975, atom 89 (C): 0.172, atom 90 (H): 0.202, atom 91 (H): 0.423, atom 92 (H): 0.508, atom 93 (H): 0.247, atom 94 (C): -0.777